# 1
Below is a molecular structure, C16H13N2O4Pt, with properties calculated with wB97M-V/def2-TZVPD.

```
! wB97M-V def2-TZVPD RIJCOSX def2/J DEFGRID3
* xyz 1 5
Pt 1.3706 1.0345 0.0867
O -1.8647 3.0136 1.4589
O 2.9009 -0.2470 -0.7293
O -0.4642 1.8265 -0.4971
O 1.2199 0.0300 2.6883
N -1.1924 -0.3241 -0.7213
N 0.0614 -0.6433 -0.8148
C 4.1964 -1.9548 -1.5849
C -2.9382 2.4077 0.9123
C -4.2331 2.7520 1.2846
C -2.7480 1.3546 -0.0138
C -3.8583 0.6438 -0.4846
C 1.9496 -3.5927 -1.8565
C 1.7538 -2.2679 -1.4026
C 4.3259 -3.2346 -2.0281
C 0.4312 -1.8363 -1.2058
C -5.1315 0.9962 -0.1030
C 2.9232 -1.4209 -1.2207
C -5.3156 2.0634 0.7729
C 3.1890 -4.0703 -2.1652
C -1.4037 0.9740 -0.4117
C 1.7650 0.9428 2.1740
C 2.6290 1.9570 2.8691
H -4.3889 3.5626 1.9871
H -3.6872 -0.1821 -1.1613
H 3.3050 -5.0831 -2.5240
H 5.3057 -3.6166 -2.2813
H -6.3178 2.3497 1.0615
H 2.4619 1.8901 3.9432
H 2.4368 2.9650 2.5075
H 1.0861 -4.2359 -1.9698
H 3.6714 1.7175 2.6476
H -2.1420 3.6353 2.1394
H 5.0480 -1.3025 -1.4496
H -5.9834 0.4405 -0.4679
H -0.3616 -2.5448 -1.4397
*
```

Values from the calculation:
Lowest unoccupied orbital energy (alpha / beta) ... -3.77 / -6.37 eV
<S²> ... 6.07

Atom charges from the Löwdin analysis, given in e for atoms 1 to 6: 1.33 0.08 -0.14 -0.12 0.11 0.11

***

# 2
Below is a gas-phase ion, C5H6N (charge +1), with properties calculated with wB97M-V/def2-TZVPD.

```
! wB97M-V def2-TZVPD RIJCOSX def2/J DEFGRID3
* xyz 1 1
N -0.2494 0.4883 -0.7651
C -2.5336 -0.4166 0.2994
C 1.5644 -1.3331 -0.0373
C 0.9291 -0.2027 0.0349
C -1.5713 -0.0008 -0.2367
C 0.5872 1.1491 0.3799
H -0.0822 1.5028 1.1325
H -3.5369 -0.4533 0.5570
H 1.2472 1.9495 0.0907
H 2.3267 -1.3161 0.8643
H -0.2375 0.7771 -1.7162
H 1.5562 -2.1440 -0.6035
*
```

Values from the calculation:
Lowest unoccupied orbital energy ... -3.75 eV
ΔE to the lowest compared entry with this formula, charge and spin ... 5.716 eV
SMILES ... C#C[N@H+]1CC1=C

Atom charges from the Löwdin analysis, given in e for atoms 1 to 6: 0.08 0.18 0.18 -0.16 -0.05 0.06

***

What did the first record say?
Below is a molecular structure, C16H13N2O4Pt, with properties calculated with wB97M-V/def2-TZVPD.

```
! wB97M-V def2-TZVPD RIJCOSX def2/J DEFGRID3
* xyz 1 5
Pt 1.3706 1.0345 0.0867
O -1.8647 3.0136 1.4589
O 2.9009 -0.2470 -0.7293
O -0.4642 1.8265 -0.4971
O 1.2199 0.0300 2.6883
N -1.1924 -0.3241 -0.7213
N 0.0614 -0.6433 -0.8148
C 4.1964 -1.9548 -1.5849
C -2.9382 2.4077 0.9123
C -4.2331 2.7520 1.2846
C -2.7480 1.3546 -0.0138
C -3.8583 0.6438 -0.4846
C 1.9496 -3.5927 -1.8565
C 1.7538 -2.2679 -1.4026
C 4.3259 -3.2346 -2.0281
C 0.4312 -1.8363 -1.2058
C -5.1315 0.9962 -0.1030
C 2.9232 -1.4209 -1.2207
C -5.3156 2.0634 0.7729
C 3.1890 -4.0703 -2.1652
C -1.4037 0.9740 -0.4117
C 1.7650 0.9428 2.1740
C 2.6290 1.9570 2.8691
H -4.3889 3.5626 1.9871
H -3.6872 -0.1821 -1.1613
H 3.3050 -5.0831 -2.5240
H 5.3057 -3.6166 -2.2813
H -6.3178 2.3497 1.0615
H 2.4619 1.8901 3.9432
H 2.4368 2.9650 2.5075
H 1.0861 -4.2359 -1.9698
H 3.6714 1.7175 2.6476
H -2.1420 3.6353 2.1394
H 5.0480 -1.3025 -1.4496
H -5.9834 0.4405 -0.4679
H -0.3616 -2.5448 -1.4397
*
```

Values from the calculation:
Lowest unoccupied orbital energy (alpha / beta) ... -3.77 / -6.37 eV
<S²> ... 6.07

Atom charges from the Löwdin analysis, given in e for atoms 1 to 6: 1.33 0.08 -0.14 -0.12 0.11 0.11

***

Question: Which formula does entry 1 have?
Answer: C16H13N2O4Pt